10 unconnected molecules or ions with the total composition C24H44Cl6F3N2O18S in a non-equilibrium geometry, computed with ωB97M-V/def2-TZVPD.

## Properties
- HOMO (eV) = -11.716
- net charge = +1
- E_tot (eV) = -159548.0005

Geometry (Å):
H 2.7633 -4.5876 -6.2324
N -0.6885 -3.7671 0.9292
O -4.6626 2.4680 4.6772
O -2.5093 -1.6591 1.0542
C 1.8079 -3.7131 -4.5350
O 6.1682 -2.9754 -3.1444
O 0.5480 -3.1537 -4.2156
F -0.7038 -0.1961 3.3829
H -4.4756 -3.1652 -0.0496
Cl 4.4663 -2.7519 1.9983
H -2.4683 2.8124 -0.6051
C 0.6492 -2.2745 -3.2368
H 2.7540 -0.2363 -0.0867
C -1.4052 4.4286 2.1674
H 7.2791 0.5736 -1.4031
H 3.1547 -2.2497 -4.7872
H -2.2990 3.9987 2.6196
O -3.5945 1.6706 -3.8083
C 1.9549 -0.9029 0.2376
H 3.9277 0.4829 -2.3476
C -2.2021 2.8287 7.2414
Cl 2.4536 -4.9451 1.7499
N -5.0412 -2.5395 0.5058
H 4.2967 2.0367 -2.9337
H -4.4127 -1.8897 0.9563
H 2.1677 -1.2583 1.2458
Cl 2.0100 1.2442 3.8990
C -1.5852 0.3297 2.5275
H -5.6917 -2.0299 -0.0750
H 2.0258 -3.2586 -6.8496
H 4.6306 -4.9448 1.0360
H 3.5343 -3.3712 -3.4266
O 1.8685 -1.8681 -3.1472
H -1.9232 2.2484 5.0419
H 0.1638 -3.2657 1.1350
H 0.3057 0.4279 -0.5320
H -0.7343 -4.6764 1.3665
C 0.6179 -0.0995 0.3694
C 2.7763 -2.7398 -3.8901
O -2.6578 4.9067 -0.9525
Cl 1.6649 -1.7516 4.1827
H 0.8119 0.6966 1.0882
H -5.4944 -3.1476 1.1729
H 6.7423 0.9254 -3.5532
C -2.6036 3.7682 -0.0990
H -2.7555 1.7707 -5.6773
C 6.3536 0.0218 -1.5678
H -1.1687 -0.1288 -5.1953
H 1.7061 -1.7283 -0.4294
H -2.1482 0.2359 0.4200
C -1.2844 3.9425 0.6783
H -2.9781 3.1513 7.9356
O -5.3202 -0.2747 -3.9734
H -3.6724 0.8357 5.2630
O -0.2759 -1.8484 -2.5622
C 1.8739 -3.9843 -6.0507
C -1.5092 5.5571 -0.9050
F -2.6893 0.4266 3.1990
H -1.5392 5.5052 2.2729
H -1.0555 0.3658 -3.4609
C -3.9857 1.8139 5.6277
H -1.7225 1.9669 7.7055
C 3.9027 -4.1336 1.0257
H 1.9487 -4.6185 -3.9446
H -3.4305 3.6022 0.5915
Cl 3.6523 -0.2745 5.7732
O -2.7887 -0.5801 -4.0056
H -1.5193 -3.2152 1.0879
H 1.1195 -4.7429 -6.2596
O -4.0655 0.1954 -1.8030
C -1.7275 -0.4626 1.1434
F -1.2483 1.6064 2.2363
Cl 3.6729 -3.7220 -0.6441
O -1.2485 6.5692 -1.6519
C -4.2512 3.6089 4.4873
C 5.9471 0.3717 -3.0540
O -4.8042 4.4815 3.8438
H -0.6763 3.0513 0.5231
H 1.2486 -0.0014 5.7577
H -1.4676 3.6259 7.3550
C 2.0366 -0.1734 5.0244
C -2.6686 2.5724 5.7682
C 4.5375 0.9864 -3.0978
H -0.7822 -3.7263 -0.0756
H -0.5663 4.1325 2.7971
O 6.5076 -1.3420 -1.5152
H 4.0635 0.8448 -4.0691
S -4.1030 0.1556 -3.2765
C -1.7132 0.2198 -4.3178
C 6.0777 -1.9117 -2.6844
H -4.5193 1.7114 6.5727
C -2.5084 1.5423 -4.6406
O -0.6875 4.9035 -0.0309
O -3.0770 3.8046 5.1673
H -1.9767 2.4696 -4.4271
O -0.4151 -0.9940 0.7381
O 5.7322 -0.8937 -3.5036
H 5.5788 0.2784 -0.8454

Atomic forces in eV per Å
H 0.4351 -0.1916 0.3778
N 0.1851 -0.4277 -0.8490
O -4.1913 -4.5094 -1.2145
O 0.1461 1.8086 1.3857
C -0.0594 -0.1856 -0.6551
O -0.2792 -3.0342 0.8177
O -1.7423 -0.9738 -0.2386
F 0.4405 0.0365 -0.3178
H 0.4128 0.2206 -0.5577
Cl -0.2797 -0.7476 -0.4028
H -0.4466 0.3021 -0.9745
C -2.7270 0.4161 0.5755
H 0.0066 -0.3188 -0.2614
C -0.4913 -0.8845 -0.3112
H 0.1093 -0.4584 0.7056
H 0.7081 0.9790 0.8329
H 0.0216 -0.1255 0.0082
O -2.3934 -2.5144 1.9674
C -2.2672 0.7002 0.3512
H -0.0358 -0.3448 -0.1223
C 0.3925 -0.0762 -0.4502
Cl 0.1495 0.5521 -0.1584
N -0.5787 -0.9689 -0.3054
H 1.0781 0.3296 0.3307
H 1.8286 0.9095 0.6404
H 0.2107 -0.1597 -0.0911
Cl -0.0387 -0.8860 0.4481
C 0.6923 -0.9171 -1.6537
H -0.3779 0.0667 -0.2838
H -0.8361 0.7988 0.6889
H 0.1298 0.4807 0.2218
H 0.0763 1.1268 0.9601
O 3.9858 0.4097 1.1476
H 0.4472 -0.7251 0.7007
H 0.1552 0.5286 0.5248
H 0.2275 -0.1774 -0.4832
H 0.1730 -0.3264 -0.2945
C 0.9561 0.4339 -0.1045
C -0.8802 0.1232 -2.5627
O -1.2852 -0.6776 0.2029
Cl 0.2906 1.0091 0.4837
H -0.2921 -0.0447 0.4982
H -0.5576 0.1966 0.4055
H -0.1477 -0.2763 -0.3561
C 0.6093 -1.3180 1.1806
H -0.4683 -1.1565 -0.3216
C -0.1228 2.6512 -0.5254
H -0.2875 -0.2912 0.1493
H 0.6626 0.0605 -0.1622
H 0.3974 0.4820 -0.1392
C -1.4367 -0.8898 2.2293
H -0.5599 -0.2254 -0.4640
O 2.7424 0.5903 1.7105
H -0.7216 -0.3138 0.1408
O 1.2044 -0.7060 -0.8697
C 1.0979 -1.8147 0.6806
C 1.7076 3.7506 -3.1229
F -2.3152 -0.1811 0.6955
H 0.1221 0.0329 -0.4843
H 0.0652 -0.1479 -0.0517
C 2.9127 -3.0708 2.1324
H -0.1310 -0.3182 -0.2729
C 0.3997 -0.5572 0.6912
H -0.6197 -0.6268 -0.5626
H -0.4027 0.8445 -0.3596
Cl -0.8208 -0.0095 -0.1446
O -2.8835 -2.2637 1.6073
H -1.1360 2.1070 1.4542
H -0.4585 0.5323 -0.3276
O 0.0690 -0.5770 -3.0053
C -0.1270 -3.6736 -0.7522
F 0.6259 -0.2148 0.0965
Cl -0.2236 0.1632 -0.3547
O -0.8317 -4.9679 4.0534
C 1.5153 7.4820 -1.2185
C -1.6192 1.1962 2.8512
O 1.0046 -1.3040 0.6189
H -0.0735 -0.1061 0.6708
H 0.3690 -0.1528 -0.0563
H 0.1509 0.0402 -0.6781
C 0.3764 -0.0345 -0.7240
C -0.2558 1.5221 1.0632
C -0.7006 0.7119 -0.2185
H 0.5643 -0.8400 -0.8426
H 0.1438 -0.0029 -0.2444
O 0.1046 -2.8676 -0.3347
H 0.2207 -0.4974 -0.1466
S 0.2562 1.3720 -0.9374
C -0.6867 3.1688 -0.1597
C 1.5814 3.9112 -0.5498
H -0.2261 0.2062 -0.1045
C 2.6937 2.0080 -1.1423
O 2.3927 4.2721 -2.9767
O -0.3269 1.2580 -0.1920
H 0.8302 -0.2376 0.3322
O -0.4131 0.8920 0.8701
O -0.4395 -1.7905 -2.3791
H 0.1171 0.4252 -0.0291

Atomic partial charges in e from the Mulliken method, atoms 1 to 2: 0.45 -0.15

=====

9 unconnected molecules or ions with the total composition C13H48O9P, computed with ωB97M-V/def2-TZVPD.

## Properties
- HOMO (eV) = -2.959
- net charge = -1
- E_tot (eV) = -41968.3572

Geometry (Å):
H -3.0414 -2.0961 -1.1002
H 5.7284 6.5073 0.6197
H 2.3443 -2.2695 1.5806
H -4.1138 0.7438 0.3764
H 4.2534 0.9064 1.0386
H 2.8510 4.1672 -1.6755
H 2.1955 0.4908 1.8690
H -3.5966 1.4350 -1.1785
H -1.4659 -0.0897 -2.3167
H -1.1199 -0.7935 -0.7334
H -2.6674 4.0177 1.8043
H 2.5127 -1.3837 -1.0813
H -1.4411 3.3893 3.7646
H 1.0038 -1.8489 0.5355
H 0.6479 -5.8760 1.3135
H -4.8088 -7.0875 -3.9957
H -0.7364 4.7748 2.9053
O 3.9082 6.7007 -0.3925
H 1.4239 -0.6585 2.9681
H 0.6907 1.9786 0.6531
O -5.2625 -6.2645 -3.7952
P 5.4565 0.0954 0.6778
H -4.5359 -3.8208 -1.9735
H 4.4584 -2.1830 0.8145
O 0.1718 0.1718 1.5501
C 5.2692 6.2917 -0.3487
H -0.5728 -5.1678 3.1782
C 1.8481 4.5853 -1.6275
O 0.6101 -4.9311 1.4814
H 6.3187 1.2210 1.0839
C 1.9136 -1.4517 0.9963
H -1.7821 5.0470 4.3035
C -1.6262 4.4140 3.4308
O -3.5233 2.7557 0.4433
H 1.1873 -5.1684 3.4719
H 5.3816 5.2260 -0.5614
H 1.9200 5.6699 -1.7330
C -5.3827 -4.0183 -1.3114
C 0.1401 1.5799 1.5119
O -2.7926 4.5117 2.6291
H -5.8956 -3.0798 -1.1112
C -5.6889 -5.6748 -5.0149
H 1.2582 4.1755 -2.4524
C -3.4211 1.4385 -0.1014
C 2.8774 -0.9975 -0.1222
H 2.8129 0.1007 -0.1993
H -4.4927 -5.3606 -0.2197
H -0.9028 1.8949 1.4239
H -4.4082 3.0903 0.2773
O 1.3209 4.2172 -0.3580
H -6.1922 -4.7458 -4.7551
H -6.3941 -6.3147 -5.5520
H 0.3612 -3.6609 3.0434
H 3.4263 6.1917 0.2676
H -6.0658 -4.7060 -1.8132
H 5.5200 -0.4446 2.0736
H -2.4064 1.0993 0.0826
H 5.3885 0.6548 -0.7207
C -1.5522 -0.9930 -1.7149
H 4.7910 -1.6984 -0.8599
C 4.3442 -1.3694 0.0852
C 1.4679 -0.3264 1.9221
H 0.5504 2.0242 2.4281
H 5.7940 6.8588 -1.1155
O -2.9424 -1.3043 -1.6376
H -4.8461 -5.4399 -5.6697
H 6.6565 -0.7074 0.3140
O -4.9513 -4.5321 -0.0553
C 0.3836 -4.7343 2.8705
H -0.9855 -1.7920 -2.1994
H 0.4264 4.5641 -0.2924

Atomic forces in eV per Å
H 0.0061 0.0474 0.0592
H 0.0053 0.0026 0.0014
H 0.0922 0.0727 -0.0680
H -0.0061 0.0184 0.0223
H 0.0122 0.0071 0.0258
H -0.0047 0.0022 -0.0445
H 0.0085 -0.0954 0.0464
H -0.0127 -0.0172 0.0008
H 0.0118 -0.0204 -0.0218
H 0.0453 -0.0203 0.0665
H -0.1102 -0.1263 0.2715
H 0.0224 -0.0504 0.0657
H -0.0057 -0.0014 0.0071
H -0.0383 -0.1073 0.1443
H 0.0393 0.0120 -0.0082
H 0.0059 0.0158 -0.0005
H 0.0202 -0.0215 0.0107
O 0.0501 0.0542 0.1421
H -0.1199 0.0083 -0.0453
H 0.0903 -0.0268 0.1035
O 0.0043 -0.0797 -0.0162
P 0.1005 -0.0124 0.0047
H -0.0419 0.0211 -0.0578
H -0.0294 0.0478 -0.0282
O 0.1001 0.0108 -0.0545
C -0.0254 -0.0253 -0.0369
H -0.0054 0.0564 0.0838
C 0.0469 -0.0170 -0.0181
O -0.0558 -0.0055 0.0085
H -0.0367 -0.0279 0.0014
C -0.2392 0.1468 -0.2147
H -0.0093 -0.0305 0.0152
C -0.0729 0.0227 -0.1767
O 0.0361 0.0053 -0.0835
H -0.0088 0.0298 0.0411
H 0.0055 -0.0060 0.0055
H 0.0226 -0.0239 -0.0454
C 0.0348 -0.0063 0.0573
C -0.1103 0.1412 -0.0460
O 0.1220 0.1034 -0.0953
H 0.0088 0.0049 0.0090
C 0.0182 0.0205 0.0482
H -0.0206 -0.0478 0.0305
C 0.0497 0.0511 -0.0547
C -0.0636 -0.1174 -0.0627
H 0.0107 -0.0686 -0.0822
H 0.0097 0.0135 0.0225
H -0.0107 -0.0530 0.0456
H -0.0053 0.0026 0.0511
O -0.0752 0.1382 0.0178
H 0.0002 0.0030 -0.0128
H -0.0084 0.0045 -0.0051
H -0.0096 0.0051 -0.0248
H -0.0436 -0.0570 -0.0699
H -0.0081 0.0226 -0.0265
H 0.0008 0.0080 0.0174
H -0.0068 -0.0494 0.0080
H -0.0370 0.0108 0.0150
C 0.0181 0.0402 -0.0050
H 0.0466 0.0484 0.0614
C -0.0086 0.0709 -0.0387
C 0.2209 0.0292 0.1443
H -0.0004 -0.0294 -0.0409
H 0.0079 -0.0051 0.0037
O -0.0318 -0.0705 -0.0092
H -0.0007 0.0079 -0.0058
H -0.0500 0.0091 0.0008
O -0.0032 0.0021 -0.0371
C 0.0302 -0.0824 -0.1349
H 0.0077 0.0126 -0.0051
H 0.0042 -0.0289 0.0167

Atomic partial charges in e from the Mulliken method, atoms 1 to 2: 0.28 0.25

=====

What did we get for HOMO-LUMO gap? Answer: 8.57; 4.74 eV, in the order shown.